(1)
The following is a quantum chemistry calculation of C16H16N2O2PdS2 as an isolated structure at a distorted geometry, from the Open Molecules 2025 dataset.

Values from the calculation:
HOMO energy, eV: -7.90
Energy relative to the best compared isomer or geometry (same formula, charge and spin), kJ/mol: 0.0
E, Eh: -1803.55136

```
! RIJCOSX wB97M-V def2-TZVPD def2/J DEFGRID3
* xyz 0 1
Pd 1.592 -2.375 1.133
C 0.647 1.686 0.281
C 1.262 0.469 0.911
N 1.126 -0.674 0.308
N 0.467 -0.614 -0.918
C 0.237 -1.763 -1.444
S 0.556 -3.305 -0.720
S -0.490 -1.891 -3.035
C -0.895 -0.160 -3.425
C -2.336 0.192 -3.178
C -2.849 0.191 -1.882
C -4.181 0.491 -1.653
C -5.022 0.798 -2.717
C -4.519 0.808 -4.008
C -3.181 0.505 -4.235
C 2.031 0.618 2.150
C 2.752 1.802 2.363
C 3.533 1.976 3.484
C 3.591 0.955 4.436
C 2.893 -0.218 4.256
C 2.097 -0.416 3.115
O 1.384 -1.517 2.963
H -0.430 1.533 0.207
H 1.012 1.826 -0.735
H 0.838 2.572 0.875
H -0.632 -0.024 -4.473
H -0.227 0.443 -2.813
H -2.194 -0.055 -1.054
H -4.569 0.481 -0.642
H -6.065 1.026 -2.538
H -5.166 1.049 -4.842
H -2.790 0.516 -5.246
H 2.725 2.582 1.613
H 4.098 2.889 3.619
H 4.195 1.084 5.326
H 2.927 -1.012 4.991
O 2.158 -4.042 2.288
H 1.563 -4.781 2.110
H 1.858 -3.645 3.128
*
```

=====

(2)
The following is a quantum chemistry calculation of C16H16N2O2S as an isolated structure at a distorted geometry, from the Open Molecules 2025 dataset.

Values from the calculation:
HOMO energy, eV: -7.75
Energy relative to the best compared isomer or geometry (same formula, charge and spin), kJ/mol: 1566.9
E, Eh: -1276.94604

```
! RIJCOSX wB97M-V def2-TZVPD def2/J DEFGRID3
* xyz 0 1
C -4.587 -2.282 0.484
C -3.448 -1.291 -0.015
C -2.589 -1.454 -1.106
C -1.745 -0.656 -1.502
C -1.651 0.414 -0.957
C -2.597 0.786 0.301
C -3.576 -0.187 0.803
H -4.173 0.195 1.332
H -2.540 1.855 0.651
N -0.677 1.459 -1.253
C -0.205 2.750 -0.575
N -0.138 2.652 0.661
H 0.476 3.207 0.957
C 0.309 1.455 1.585
C 1.561 0.720 0.938
C 2.714 1.322 1.455
C 4.024 0.692 0.891
C 3.887 -0.336 0.152
C 2.811 -0.802 -0.263
C 1.489 -0.374 0.401
H 0.539 -0.920 -0.021
O 2.809 -1.918 -0.824
C 4.316 -1.944 -1.142
O 4.874 -0.929 -0.355
H 4.526 -1.818 -2.520
H 4.808 -2.986 -0.824
H 4.939 1.152 1.044
H 2.840 2.411 1.900
H 0.301 1.656 2.697
H -0.498 0.610 1.550
S 0.438 3.940 -1.524
H -0.588 1.500 -2.369
H -1.113 -0.800 -2.286
H -2.850 -2.613 -1.626
H -4.995 -2.174 1.426
H -5.467 -2.003 -0.214
H -4.223 -3.289 0.147
*
```

=====

(3)
The following is a quantum chemistry calculation of C16H16N4O in the gas phase at a distorted geometry, from the Open Molecules 2025 dataset.

Values from the calculation:
HOMO energy, eV: -7.68
SMILES: COc1ccc(-c2cn3nc4c(nc3n2)CCCC4)cc1
Energy relative to the best compared isomer or geometry (same formula, charge and spin), kJ/mol: 279.4
E, Eh: -913.53229

```
! RIJCOSX wB97M-V def2-TZVPD def2/J DEFGRID3
* xyz 0 1
N 0.754 0.838 -0.969
N 1.354 -1.244 -2.124
N 0.208 -2.461 0.296
O -1.384 6.042 2.355
C 0.887 -0.484 -1.040
C 1.276 -2.562 -1.990
C 0.737 -3.177 -0.697
C 0.088 1.065 0.256
C -0.166 -0.124 0.898
C -1.698 3.608 2.333
C -0.231 4.794 0.795
C -1.327 2.389 1.752
C 0.154 3.542 0.283
C -1.120 4.806 1.869
C -0.333 2.366 0.763
N 0.348 -1.093 0.096
C -2.311 6.152 3.411
C 1.581 -3.432 -3.181
C 0.709 -4.683 -0.540
C 1.754 -4.926 -2.860
C 0.620 -5.404 -1.890
H -0.647 -0.331 1.825
H -2.387 3.591 3.158
H 0.225 5.669 0.358
H -1.819 1.519 2.133
H 0.895 3.517 -0.502
H -2.454 7.187 3.741
H -1.980 5.593 4.282
H -3.291 5.764 3.135
H 0.726 -3.339 -3.871
H 2.501 -3.059 -3.692
H -0.097 -4.935 0.132
H 1.670 -4.968 -0.084
H 2.721 -5.135 -2.454
H 1.715 -5.440 -3.826
H 0.671 -6.505 -1.826
H -0.345 -5.142 -2.328
*
```

=====

(4)
The following is a quantum chemistry calculation of C16H16N4O2 in the gas phase at a distorted geometry, from the Open Molecules 2025 dataset.

Values from the calculation:
HOMO energy, eV: -8.98
SMILES: Cc1nc2ncnn2c(C)c1CCC(=O)Oc1ccccc1
Energy relative to the best compared isomer or geometry (same formula, charge and spin), kJ/mol: 1.3
E, Eh: -988.83461

```
! RIJCOSX wB97M-V def2-TZVPD def2/J DEFGRID3
* xyz 0 1
C -0.927 -1.357 1.846
C -1.320 -1.124 0.420
N -2.406 -0.406 0.260
C -2.824 -0.168 -0.968
N -3.876 0.505 -1.401
C -3.796 0.393 -2.729
N -2.772 -0.304 -3.187
N -2.136 -0.672 -2.076
C -1.015 -1.407 -1.951
C -0.575 -1.658 -0.668
C 0.692 -2.439 -0.434
H 0.760 -2.718 0.616
H 0.679 -3.359 -1.023
C 1.947 -1.629 -0.815
C 1.825 -0.220 -0.276
O 1.344 0.695 -0.889
O 2.285 -0.169 0.980
C 2.270 0.985 1.760
C 2.353 2.271 1.250
C 2.366 3.342 2.128
C 2.304 3.139 3.495
C 2.232 1.849 3.996
C 2.215 0.771 3.133
H 2.166 -0.241 3.507
H 2.188 1.681 5.062
H 2.314 3.981 4.169
H 2.427 4.345 1.732
H 2.399 2.438 0.187
H 2.041 -1.564 -1.898
H 2.832 -2.108 -0.397
C -0.378 -1.856 -3.220
H -1.142 -1.924 -3.992
H 0.121 -2.815 -3.104
H 0.352 -1.113 -3.543
H -4.515 0.836 -3.389
H -1.626 -0.821 2.481
H 0.079 -0.993 2.040
H -0.970 -2.418 2.088
*
```